(1)
A molecular structure, C32H29IIrNOS4. Source: the Open Molecules 2025 dataset; level of theory: the ωB97M-V functional and the def2-TZVPD basis.

Each line ends with the natural charge from an NBO analysis.
Geometry (Å):
Ir -0.313 0.350 0.181  0.502
I -2.633 -0.860 -0.498  0.380
S -1.371 2.342 -0.160  -0.058
S 0.895 -0.558 -3.009  1.100
S 2.194 -2.164 1.305  1.263
S 1.595 1.498 0.809  -0.114
O 0.938 -1.474 0.856  -1.019
N 0.451 0.488 -1.900  -1.132
C -0.233 4.756 -0.741  -0.259
C -0.773 0.602 4.516  -0.201
C 2.296 4.052 0.125  -0.216
C -3.278 -2.080 4.129  -0.174
C 2.349 -1.381 -2.361  -0.162
C -2.034 -0.762 2.450  -0.062
C -1.901 -3.084 -4.392  -0.214
C -1.650 -0.390 4.842  -0.226
C 2.701 -2.659 -2.778  -0.244
C -1.317 -3.869 -2.191  -0.200
C -3.776 -2.382 1.808  -0.271
C -2.840 -1.441 1.499  -0.134
C -0.976 -2.056 -4.268  -0.226
C 3.165 -0.647 -1.517  -0.241
C -0.469 0.886 3.170  -0.287
C 4.348 -1.215 -1.066  -0.197
C 1.270 3.109 0.174  -0.240
C 2.063 5.333 -0.347  -0.233
C -0.228 -1.948 -3.104  -0.188
C -2.319 -1.084 3.810  -0.079
C -1.015 0.202 2.101  -0.150
C 1.564 -3.500 2.359  -0.591
C -0.392 -2.847 -2.059  -0.235
C 0.792 5.686 -0.784  -0.228
C -3.984 -2.726 3.160  -0.222
C 2.748 -1.194 2.757  -0.611
C -0.011 3.466 -0.259  -0.103
C -2.068 -3.989 -3.354  -0.189
C 4.712 -2.492 -1.468  -0.205
C 3.888 -3.212 -2.325  -0.210
C 2.440 -1.995 4.018  -0.409
C 1.218 -2.847 3.689  -0.420
H -3.450 -2.307 5.175  0.209
H -0.288 1.175 5.298  0.209
H 0.163 1.335 -2.382  0.402
H -4.366 -2.851 1.031  0.218
H 2.269 -1.328 4.863  0.235
H -1.226 5.022 -1.085  0.212
H 0.601 6.682 -1.162  0.207
H 2.356 -4.248 2.456  0.222
H 2.873 6.051 -0.382  0.207
H 0.334 -2.215 3.571  0.239
H 3.282 -2.645 4.271  0.199
H 3.790 -0.906 2.633  0.237
H 0.723 -3.932 1.818  0.247
H 4.169 -4.208 -2.640  0.218
H 2.850 0.334 -1.187  0.274
H -4.720 -3.478 3.414  0.215
H 0.248 1.670 2.972  0.233
H -0.835 -1.342 -5.070  0.228
H 2.123 -0.302 2.678  0.279
H -1.466 -4.567 -1.377  0.220
H 3.286 3.768 0.463  0.207
H 2.056 -3.222 -3.440  0.227
H 4.983 -0.652 -0.393  0.220
H 0.179 -2.724 -1.149  0.252
H -2.792 -4.788 -3.448  0.220
H -1.875 -0.634 5.873  0.206
H 5.638 -2.928 -1.117  0.216
H -2.486 -3.177 -5.297  0.222
H 1.007 -3.589 4.459  0.224

HOMO-LUMO gap	6.4	eV
total energy	-91473.022	eV

(2)
A molecular structure, C32H29N10OPSn. Source: the Open Molecules 2025 dataset; level of theory: the ωB97M-V functional and the def2-TZVPD basis.

Each line ends with the Löwdin charge.
Geometry (Å):
Sn -1.024 2.191 -1.568  1.296
P -4.562 1.272 -2.975  1.201
O 7.866 -3.440 6.427  -0.054
N 0.655 0.376 -1.478  -0.039
N -3.278 3.171 -1.305  -0.075
N -4.116 -1.083 -1.544  -0.117
N -0.492 1.495 0.733  -0.044
N -1.937 1.888 -3.854  -0.074
N 3.986 -1.542 1.599  0.195
N -5.452 3.435 -1.472  -0.123
N 3.033 -0.602 3.376  0.196
N -3.342 1.404 -5.471  -0.124
N -2.431 0.311 -1.364  -0.036
C -4.553 1.037 -6.156  -0.019
C -3.631 0.122 -1.901  -0.433
C 2.838 -1.329 -1.315  0.031
C -5.000 4.379 -0.611  -0.021
C 2.360 -0.692 -0.156  -0.056
C -6.820 3.226 -1.861  -0.018
C 2.906 -0.855 1.133  -0.124
C -0.706 1.690 3.106  -0.010
C -3.189 -1.677 -0.751  -0.012
C 2.194 -1.126 -2.510  -0.017
C -1.127 1.940 1.799  -0.117
C 7.036 -3.232 4.160  -0.004
C -2.134 1.625 -6.044  -0.021
C 4.033 -1.360 2.962  -0.235
C 1.224 0.158 -0.279  -0.167
C 8.927 -4.266 5.991  -0.062
C 1.109 -0.248 -2.546  -0.119
C 0.453 0.976 3.294  0.045
C -1.267 1.928 -5.031  -0.116
C -5.381 -1.651 -1.923  -0.013
C 6.074 -2.719 3.319  -0.019
C -3.194 1.576 -4.140  -0.456
C 5.037 -1.923 3.817  -0.165
C 0.620 0.749 0.885  -0.169
C 5.948 -2.173 6.035  0.024
C -3.646 4.208 -0.515  -0.115
C 2.328 -0.278 2.276  -0.170
C -4.383 2.719 -1.882  -0.456
C -2.149 -0.802 -0.647  -0.101
C 4.990 -1.664 5.197  -0.006
C 1.143 0.495 2.176  -0.057
C 6.990 -2.971 5.533  -0.265
H 8.556 -5.182 5.524  0.100
H 4.653 -2.066 1.058  0.154
H -5.447 -1.751 -3.007  0.097
H 6.142 -2.955 2.266  0.106
H -4.869 0.036 -5.862  0.096
H 9.580 -3.736 5.294  0.100
H 3.688 -1.992 -1.250  0.124
H -2.925 4.760 0.057  0.115
H 9.491 -4.526 6.883  0.100
H -5.349 1.744 -5.923  0.095
H -6.916 3.262 -2.947  0.095
H 5.923 -1.981 7.095  0.126
H -6.203 -1.023 -1.575  0.097
H -1.985 1.554 -7.102  0.134
H -2.025 2.512 1.602  0.107
H -3.334 -2.650 -0.332  0.135
H -7.445 4.003 -1.428  0.106
H -0.224 2.175 -5.072  0.115
H 4.183 -1.059 5.580  0.114
H -4.379 1.045 -7.230  0.106
H 2.520 -1.623 -3.410  0.119
H 7.820 -3.843 3.744  0.108
H 0.577 -0.050 -3.467  0.107
H -1.276 2.061 3.943  0.119
H -5.656 5.083 -0.143  0.135
H -5.477 -2.637 -1.472  0.106
H -1.233 -0.900 -0.110  0.101
H 0.845 0.743 4.272  0.131
H -7.174 2.257 -1.505  0.096

HOMO-LUMO gap	6.3	eV
net charge	+2
total energy	-65714.001	eV

(3)
A molecular structure, C32H30AlN6O3PS5. Source: the Open Molecules 2025 dataset; level of theory: the ωB97M-V functional and the def2-TZVPD basis.

Each line ends with the Löwdin charge.
Geometry (Å):
S -0.841 1.423 2.455  0.826
S -4.491 2.961 1.288  0.641
S 1.114 0.129 -1.803  0.775
S 3.867 -0.574 -0.627  0.960
S 6.592 -1.656 -1.147  0.573
P 1.758 -1.158 2.440  0.647
Al -0.031 0.636 0.296  -0.337
O -5.470 2.076 0.729  -0.287
O 1.022 -0.509 1.271  -0.344
O -4.482 4.325 0.838  -0.292
N 4.489 -1.430 -2.889  -0.141
N -2.980 2.315 1.110  -0.052
N -1.527 -0.554 -0.299  -0.004
N -2.342 -0.372 -1.279  0.139
N -0.930 1.891 -0.835  -0.021
N 3.176 -1.007 -3.027  0.006
C -5.163 3.073 5.329  -0.064
C 4.737 -1.214 -5.287  -0.020
C -3.679 0.674 -2.993  -0.034
C -4.494 2.899 3.066  -0.212
C -1.973 1.992 -1.673  -0.185
C 2.341 -2.778 1.957  -0.136
C -3.909 2.621 5.727  -0.063
C -2.535 3.269 -2.000  0.015
C 6.659 -3.209 -5.341  -0.080
C -1.676 -2.987 -0.567  -0.013
C -1.682 -1.864 0.258  -0.237
C 6.090 -2.840 -4.129  -0.049
C -1.807 -2.019 1.632  -0.055
C 2.687 -0.537 -1.934  -1.023
C -5.471 3.222 3.982  -0.028
C 5.314 -1.591 -6.488  -0.082
C -2.582 0.759 -1.961  -0.255
C 0.420 3.877 -1.051  -0.042
C -1.971 -4.409 1.354  -0.094
C 0.126 2.596 -0.472  -0.125
C 5.069 -1.290 -1.670  -1.101
C -2.417 2.088 2.252  -0.680
C -0.520 4.719 -1.543  -0.040
C -1.900 4.456 -1.869  -0.025
C 3.090 -0.091 2.984  -0.140
C 5.130 -1.838 -4.106  -0.198
C 0.683 -1.447 3.847  -0.160
C 6.277 -2.591 -6.520  -0.095
C -2.940 2.286 4.789  -0.030
C -1.960 -3.289 2.174  -0.101
C -3.252 2.422 3.448  -0.223
C -1.815 -4.251 -0.018  -0.078
H 1.267 -1.769 4.711  0.069
H -3.883 -0.371 -3.211  0.078
H -0.211 5.748 -1.702  0.108
H -1.800 -5.119 -0.667  0.105
H -2.486 5.336 -2.109  0.115
H 3.128 -2.704 1.211  0.035
H 3.981 -0.444 -5.253  0.107
H 5.012 -1.096 -7.402  0.102
H -1.963 1.924 5.083  0.097
H 2.714 -3.313 2.833  0.069
H -3.396 1.183 -3.916  0.081
H 6.722 -2.888 -7.462  0.101
H 6.393 -3.326 -3.216  0.065
H 1.488 -3.311 1.532  0.069
H 1.431 4.249 -0.934  0.104
H 3.534 -0.467 3.906  0.067
H -0.028 -2.228 3.575  0.035
H -2.107 -5.394 1.781  0.100
H 7.407 -3.991 -5.357  0.104
H 2.661 0.898 3.150  0.070
H -6.441 3.579 3.659  0.124
H -3.571 3.276 -2.319  0.123
H -1.546 -2.846 -1.632  0.115
H -4.598 1.130 -2.611  0.081
H 0.140 -0.533 4.076  0.016
H -1.814 -1.140 2.266  0.076
H 3.852 -0.025 2.210  0.030
H -3.687 2.526 6.783  0.106
H -5.909 3.311 6.077  0.108
H -2.092 -3.401 3.245  0.104

HOMO-LUMO gap	6.2	eV
total energy	-118817.503	eV

(4)
A molecular structure, C32H30BCl4N2O4RuS2. Source: the Open Molecules 2025 dataset; level of theory: the ωB97M-V functional and the def2-TZVPD basis.

Each line ends with the Löwdin charge.
Geometry (Å):
Ru 0.314 0.509 -0.378  1.055
Cl -3.821 2.706 -5.638  0.574
Cl -1.079 1.191 -5.244  0.628
Cl -5.455 3.618 -3.115  0.580
Cl -4.322 3.020 -0.227  0.630
S 1.397 2.830 0.419  0.998
S 2.117 -1.168 -0.701  0.602
O 3.742 1.856 -0.774  0.119
O -1.702 1.654 -0.277  -0.205
O 3.646 1.394 1.479  0.131
O -0.336 0.845 -2.405  -0.250
N -0.901 -1.607 0.103  -0.217
N -0.120 0.525 2.048  -0.219
C -1.099 2.278 3.496  -0.079
C 7.981 -2.220 -1.343  -0.053
C 1.307 -5.112 -0.740  -0.126
C 9.355 -0.179 -0.881  -0.060
C 5.853 0.663 -1.212  0.067
C 0.003 4.413 3.775  -0.171
C -1.986 1.734 -3.862  -0.623
C 6.794 -0.363 0.753  -0.051
C 1.916 -3.877 -0.832  -0.145
C -0.726 -4.036 -0.114  -0.056
C -2.197 1.911 -1.434  -0.443
C 4.829 1.118 -0.413  -0.217
C -3.214 2.399 -4.035  -0.737
C 6.861 -0.103 -0.617  -0.179
C 5.754 0.102 1.557  0.020
C 7.935 -0.300 -2.910  -0.077
C -0.032 -5.205 -0.375  -0.122
C 4.773 0.842 0.944  -0.215
C 1.233 -2.674 -0.571  -0.616
C -1.393 -0.191 2.123  -0.205
C -3.424 2.551 -1.641  -0.621
C -2.051 -1.446 -0.797  -0.064
C 0.961 -0.213 2.723  -0.072
C -0.121 -2.786 -0.209  -0.283
C -3.929 2.802 -2.927  -0.734
C 0.944 4.043 2.848  -0.183
C -1.063 3.552 4.103  -0.154
C 8.016 -0.688 -1.433  -0.564
C -0.170 1.885 2.566  -0.303
C -1.317 -1.586 1.516  -0.177
C -1.457 1.477 -2.602  -0.426
C 0.903 2.772 2.188  -0.461
B 2.966 1.966 0.395  -0.934
H -2.583 -0.536 -0.524  0.079
H 1.831 0.436 2.777  0.075
H 2.960 -3.804 -1.113  0.083
H 9.405 0.910 -0.942  0.087
H -1.879 1.590 3.801  0.084
H -2.305 -2.058 1.629  0.119
H 8.085 -2.561 -0.312  0.073
H -0.613 -2.196 2.081  0.113
H 8.781 -0.735 -3.447  0.078
H -0.525 -6.167 -0.295  0.083
H 0.086 5.383 4.259  0.075
H -1.770 -4.087 0.176  0.103
H 9.488 -0.461 0.164  0.071
H 8.796 -2.655 -1.930  0.077
H 1.241 -1.104 2.161  0.056
H 7.567 -0.964 1.218  0.098
H 1.744 4.733 2.592  0.076
H -1.699 -0.334 3.172  0.110
H -2.139 0.424 1.619  0.110
H 5.705 -0.127 2.613  0.117
H -2.735 -2.304 -0.734  0.079
H -1.837 3.852 4.797  0.058
H 0.652 -0.489 3.743  0.094
H 7.018 -0.670 -3.371  0.088
H -1.694 -1.336 -1.820  0.096
H 10.188 -0.596 -1.455  0.076
H 7.972 0.783 -3.043  0.084
H 1.878 -6.009 -0.954  0.087
H 7.034 -2.603 -1.725  0.092
H 5.835 0.884 -2.269  0.118

spin multiplicity	6
HOMO-LUMO gap (alpha / beta)	2.8 / 5.4	eV
net charge	-2
total energy	-119863.155	eV

In order of appearance, energy relative to the best compared isomer or geometry (same formula, charge and spin) = 6.0; 0.0; 57.6; 0.7 kcal/mol.